Below is a cluster of 22 separate species, C63H180N16O32 in total at a distorted geometry, with properties calculated with ωB97M-V with the def2-TZVPD basis set.

The max |F| is 0.1465 hartree/bohr. The HOMO energy (alpha / beta) is 0.3 / -7.2 eV. For the HOMO-LUMO gap (alpha / beta), the calculation gives 1.3 / 8.7 eV. The calculated total energy comes out at -157597.170 eV. The spin multiplicity is 2. The net charge is -1.

Last column: Löwdin spin population.
CARTESIAN COORDINATES (ANGSTROEM)
C -4.17135 2.90529 -3.08757  0.0004
O -4.57043 3.13936 -4.15134  0.0004
N -4.81306 2.56136 -2.03845  0.0003
N -2.94514 2.98092 -2.70038  0.0003
H -4.38726 2.31618 -1.15603  0.0001
H -5.82081 2.51174 -2.08407  0.0003
H -2.82785 3.03000 -1.69841  0.0001
H -2.31008 3.40262 -3.36293  0.0004
C -6.56188 2.12974 1.48140  0.0021
O -5.63160 2.76540 1.03371  0.0076
N -6.70981 1.76713 2.72653  0.0016
N -7.54922 1.61122 0.77318  0.0008
H -5.92615 2.08190 3.28052  0.0018
H -7.41499 1.14111 3.08836  0.0003
H -7.47120 1.72775 -0.22704  0.0004
H -8.27955 1.08554 1.23185  0.0001
C -4.55416 1.83192 5.91562  0.1031
O -4.59014 1.51397 4.76574  0.0151
N -3.57807 2.53815 6.36645  0.0610
N -5.40763 1.47631 6.85087  0.0520
H -3.50726 2.87857 7.31472  0.1049
H -2.88268 2.85381 5.70548  0.0024
H -6.10479 0.77682 6.63925  0.0038
H -5.33743 2.07642 7.66021  0.0929
C 4.15497 2.03297 -1.82071  0.0006
O 4.26922 2.40343 -3.16220  0.0005
C 4.22057 3.88737 -3.29871  0.0017
C 4.22744 4.32749 -4.79473  0.0004
N 5.55882 4.15695 -5.49338  0.0001
C 5.83942 2.75803 -5.86733  0.0000
C 7.17822 2.51398 -6.61901  0.0000
O 7.66874 1.17229 -6.33273  0.0001
C 8.64340 0.61899 -7.13291  0.0000
H 4.82906 2.58016 -1.16170  0.0004
H 4.29691 0.95722 -1.71727  0.0000
H 3.16001 2.26147 -1.43869  0.0003
H 4.99507 4.39733 -2.72583  0.0009
H 3.28259 4.15989 -2.81494  0.0010
H 3.93659 5.37779 -4.81431  0.0002
H 3.36164 3.90125 -5.30148  0.0000
H 6.26147 4.54603 -4.88101  0.0002
H 5.02064 2.35058 -6.46035  0.0000
H 5.98447 2.21802 -4.93167  0.0000
H 7.98686 3.19793 -6.36130  0.0000
H 6.98613 2.63506 -7.68510  0.0000
H 8.75410 -0.41880 -6.81852  0.0000
H 9.54782 1.18596 -6.91233  0.0000
H 8.34437 0.73339 -8.17483  0.0000
C -4.79094 -5.97306 6.05524  0.0016
O -3.87966 -5.67030 5.04407  0.0003
C -2.63950 -5.31290 5.46145  0.0004
C -2.62499 -3.95343 6.16577  0.0079
N -1.40646 -3.66088 6.95313  0.0032
C -0.16507 -3.53885 6.17310  0.0074
C -0.33306 -2.51622 4.97871  0.0065
O -1.01035 -3.08770 3.88533  0.0019
C -1.12819 -2.37243 2.64604  0.0012
H -5.61496 -6.57923 5.67890  0.0003
H -5.14736 -4.97819 6.32224  0.0002
H -4.36458 -6.28516 7.00861  0.0007
H -2.01432 -5.24592 4.57107  0.0000
H -2.24604 -6.13027 6.06577  0.0001
H -3.43337 -3.81547 6.88383  0.0047
H -2.87508 -3.14385 5.48011  0.0031
H -1.49889 -2.70340 7.26101  0.0193
H 0.15404 -4.54030 5.88434  0.0002
H 0.65339 -3.19502 6.80556  0.0044
H 0.64616 -2.16798 4.65014  0.0029
H -0.87973 -1.61513 5.25673  0.0070
H -0.13426 -2.10450 2.28769  0.0005
H -1.63204 -1.40693 2.69135  0.0007
H -1.70665 -2.93989 1.91701  0.0001
C 1.86789 0.78646 -5.66885  0.0000
O 0.60864 1.16957 -5.92252  0.0001
C -0.34557 0.91646 -4.94003  0.0001
C -1.71920 1.31486 -5.44523  0.0001
N -2.15484 0.52489 -6.52926  0.0000
C -3.40815 1.04960 -7.08427  0.0000
C -3.21595 2.22928 -8.04506  0.0000
O -2.16562 2.05826 -8.97030  0.0000
C -1.96206 3.17675 -9.82790  0.0000
H 1.84767 -0.30282 -5.63472  0.0000
H 2.21791 1.26374 -4.75354  0.0000
H 2.51032 1.12133 -6.48325  0.0000
H -0.20677 1.53304 -4.05197  0.0001
H -0.40462 -0.11252 -4.58534  0.0000
H -1.57863 2.32875 -5.81990  0.0000
H -2.47186 1.22084 -4.66245  0.0000
H -1.56310 0.76454 -7.31189  0.0000
H -4.01387 1.38806 -6.24365  0.0000
H -3.91727 0.22432 -7.58208  0.0000
H -2.95958 3.13350 -7.49302  0.0000
H -4.16071 2.50173 -8.51549  0.0000
H -2.93579 3.31375 -10.29821  0.0000
H -1.29901 2.96448 -10.66660  0.0000
H -1.70499 4.12433 -9.35450  0.0000
C -6.87428 -2.87701 6.19210  0.0091
O -7.30546 -1.50918 6.27245  0.0202
C -7.92019 -1.14906 4.99421  0.0047
C -8.76769 0.14256 5.07861  0.0040
N -9.28615 0.55478 3.77432  0.0006
C -10.29644 1.62996 3.88151  0.0019
C -9.69396 2.93587 4.44328  0.0054
O -9.66085 3.02037 5.87414  0.0102
C -9.31958 4.24254 6.46933  0.0521
H -7.68626 -3.52944 5.87098  0.0010
H -6.50268 -3.18824 7.16839  0.0040
H -6.12032 -2.95870 5.40917  0.0010
H -8.60309 -1.90475 4.60605  0.0006
H -7.10641 -0.99999 4.28454  0.0009
H -8.17157 0.86663 5.63400  0.0024
H -9.63065 -0.13725 5.68286  0.0014
H -9.84940 -0.22959 3.47831  0.0001
H -11.11785 1.26556 4.49844  0.0004
H -10.74551 1.88922 2.92274  0.0004
H -10.28593 3.76231 4.05000  0.0012
H -8.75595 3.09346 3.91093  0.0022
H -8.35046 4.61637 6.13896  0.0266
H -9.38525 4.32737 7.55403  0.0106
H -10.04798 4.95778 6.08725  0.0030
C 5.70470 -6.34422 -3.21014  0.0000
O 5.55853 -6.29831 -1.83529  0.0000
C 4.77696 -7.42867 -1.42022  0.0000
C 4.51501 -7.11597 0.09411  0.0000
N 3.77966 -5.92108 0.28225  0.0000
C 2.34088 -6.04791 -0.03068  0.0000
C 1.67705 -4.63669 -0.02762  0.0001
O 1.80015 -3.82781 -1.16021  0.0000
C 1.12554 -4.35238 -2.30989  0.0000
H 6.08788 -7.34062 -3.43028  0.0000
H 6.47846 -5.66791 -3.57347  0.0000
H 4.80624 -6.12545 -3.78721  0.0000
H 5.36585 -8.34452 -1.47059  0.0000
H 3.80760 -7.52768 -1.90871  0.0000
H 5.42563 -7.00256 0.68234  0.0000
H 3.98262 -7.96064 0.53135  0.0000
H 4.14449 -5.11578 -0.20610  0.0000
H 1.86837 -6.56042 0.80727  0.0000
H 2.05104 -6.65045 -0.89153  0.0000
H 2.10544 -3.97744 0.72734  0.0001
H 0.67606 -4.77248 0.38186  0.0000
H 1.39000 -3.67390 -3.12096  0.0000
H 0.05595 -4.18040 -2.18952  0.0000
H 1.28551 -5.39617 -2.58010  0.0000
C 2.27707 2.67967 6.44060  0.0131
O 0.99965 2.53026 7.11965  0.0270
C 0.38369 3.67800 7.57167  0.0444
C -0.20276 4.63213 6.45261  0.0352
N -1.07096 3.86994 5.46703  0.0059
C -1.30476 4.67240 4.22470  0.0217
C -2.14414 4.01673 3.14238  0.0122
O -1.35834 3.00949 2.45248  0.0011
C -1.65003 1.64101 2.77055  0.0028
H 2.15515 3.34794 5.58816  0.0009
H 2.65505 1.81996 5.88730  0.0037
H 3.05983 3.02742 7.11473  0.0034
H 1.07862 4.15916 8.25990  0.0051
H -0.47787 3.44805 8.19853  0.0318
H 0.67733 5.06601 5.97797  0.0017
H -0.72937 5.47396 6.90215  0.0221
H -0.53956 3.08424 5.12007  0.0008
H -0.29917 4.86107 3.84879  0.0007
H -1.82786 5.58790 4.50099  0.0147
H -2.27133 4.74759 2.34378  0.0031
H -3.04459 3.61812 3.60970  0.0037
H -1.04737 1.01972 2.10805  0.0003
H -2.70021 1.37787 2.64415  0.0007
H -1.29950 1.46853 3.78814  0.0032
C 1.82117 2.45762 2.45600  0.0021
O 3.14504 2.73730 2.74455  0.0007
C 3.55087 4.04960 2.39995  0.0033
C 4.95280 4.34171 2.91726  0.0015
N 5.24576 5.77625 3.10044  0.0009
C 6.54158 5.92877 3.77125  0.0019
C 7.04494 7.38472 3.62506  0.0011
O 7.05723 7.82375 2.26912  0.0007
C 8.09776 7.16995 1.54992  0.0016
H 1.64418 1.39720 2.63567  0.0014
H 1.46900 2.66315 1.44514  0.0005
H 1.12540 2.98979 3.10469  0.0005
H 2.85637 4.66649 2.97023  0.0010
H 3.38449 4.31740 1.35654  0.0012
H 5.73127 3.92701 2.27685  0.0003
H 5.08541 3.79953 3.85350  0.0003
H 5.34264 6.19665 2.18722  0.0005
H 7.35131 5.26989 3.45767  0.0001
H 6.48254 5.74857 4.84462  0.0012
H 8.01336 7.53382 4.10258  0.0001
H 6.36211 7.96166 4.24874  0.0004
H 7.77794 6.19535 1.18118  0.0006
H 9.09263 7.13489 1.99386  0.0001
H 8.21854 7.71389 0.61309  0.0003
C 1.89424 -0.49669 -0.40916  0.0002
O 0.53246 -0.00774 -0.56947  0.0004
C -0.35799 -1.07297 -0.90915  0.0001
C -1.76373 -0.41699 -1.18850  0.0001
N -2.72196 -1.47888 -1.33073  0.0000
C -4.06977 -0.99324 -1.40120  0.0001
C -4.71126 -0.55620 -0.07423  0.0004
O -4.73442 -1.61017 0.90397  0.0005
C -5.11352 -1.20516 2.17836  0.0010
H 2.41386 -0.99449 -1.22787  0.0000
H 1.82547 -1.07958 0.50932  0.0002
H 2.44900 0.37445 -0.06066  0.0001
H -0.38632 -1.83490 -0.13020  0.0000
H -0.08399 -1.56544 -1.84215  0.0000
H -1.75300 0.26596 -2.03795  0.0000
H -2.09193 0.20386 -0.35488  0.0001
H -2.54022 -2.11871 -0.57067  0.0000
H -4.63346 -1.85758 -1.75231  0.0000
H -4.09585 -0.16132 -2.10499  0.0000
H -5.72379 -0.16148 -0.15833  0.0001
H -4.20630 0.31332 0.34655  0.0003
H -4.97279 -2.00904 2.90090  0.0009
H -6.12716 -0.80457 2.16490  0.0002
H -4.54327 -0.36911 2.58324  0.0011
C 3.93394 -1.92383 -3.41664  0.0000
O 3.96194 -1.92898 -4.85455  0.0000
C 5.20294 -1.51157 -5.31871  0.0000
C 5.19176 -1.35618 -6.82659  0.0000
N 4.74095 -2.59679 -7.54298  0.0000
C 4.16542 -2.29445 -8.85920  0.0000
C 5.08520 -1.42708 -9.74497  0.0000
O 5.01963 -0.05139 -9.41247  0.0000
C 5.89755 0.69717 -10.12059  0.0000
H 4.38880 -1.05806 -2.93533  0.0000
H 4.33678 -2.79810 -2.90531  0.0000
H 2.91909 -1.80700 -3.03648  0.0000
H 5.99240 -2.21757 -5.06102  0.0000
H 5.43956 -0.54580 -4.87217  0.0000
H 6.11426 -0.99389 -7.28029  0.0000
H 4.46406 -0.56820 -7.02058  0.0000
H 4.02600 -3.07579 -7.01429  0.0000
H 3.21126 -1.78961 -8.70812  0.0000
H 3.84700 -3.20528 -9.36625  0.0000
H 4.68576 -1.48583 -10.75744  0.0000
H 6.08440 -1.86125 -9.71029  0.0000
H 6.01424 1.70660 -9.72620  0.0000
H 5.60992 0.87050 -11.15756  0.0000
H 6.90245 0.29242 -10.00032  0.0000
C 6.67961 1.41502 4.25012  0.0022
O 6.14058 0.20806 3.79248  0.0016
C 5.00015 0.41131 2.98231  0.0013
C 4.59067 -0.98595 2.48889  0.0010
N 5.49020 -1.46638 1.47853  0.0002
C 5.15174 -2.90067 1.22138  0.0001
C 5.83329 -3.34012 -0.17094  0.0000
O 7.21572 -3.30620 -0.04072  0.0000
C 7.74193 -4.34662 0.75674  0.0000
H 7.00573 1.90704 3.33379  0.0002
H 7.56166 1.31666 4.88290  0.0002
H 5.97117 2.03474 4.79980  0.0006
H 5.12562 1.15541 2.19576  0.0001
H 4.22490 0.79221 3.64714  0.0008
H 3.64055 -0.91598 1.95928  0.0003
H 4.51798 -1.59239 3.39168  0.0011
H 6.45585 -1.43353 1.77270  0.0000
H 4.06891 -2.85859 1.10386  0.0000
H 5.44747 -3.48198 2.09472  0.0001
H 5.46846 -2.64592 -0.92796  0.0000
H 5.39837 -4.25979 -0.56229  0.0000
H 8.80090 -4.39764 0.50358  0.0000
H 7.27069 -5.26077 0.39567  0.0000
H 7.58889 -4.21045 1.82732  0.0000
O -7.41230 -2.78519 0.86119  0.0002
H -6.65680 -2.22484 1.03856  0.0000
H -7.24955 -3.13761 -0.01377  0.0000
O -6.82395 -3.95108 -1.59573  0.0000
H -7.17190 -3.18293 -2.04861  0.0000
H -5.97233 -4.10543 -2.00459  0.0000
O -5.09519 -4.78805 2.69963  0.0002
H -4.37763 -4.79202 3.33313  0.0000
H -5.85659 -5.08562 3.19759  0.0001
O -5.72410 0.29783 -4.26194  0.0002
H -6.09678 0.51313 -5.11691  0.0000
H -5.29448 1.10449 -3.97740  0.0000
O -2.45022 -3.07983 -3.56322  0.0000
H -2.38957 -2.53793 -2.77652  0.0000
H -2.76030 -2.48181 -4.24325  0.0000
O -4.41388 -4.56000 -2.18443  0.0000
H -4.10643 -4.21170 -1.34753  0.0000
H -3.76808 -4.25651 -2.82246  0.0000
O -3.90454 -4.06527 0.50262  0.0001
H -4.02107 -3.12907 0.66443  0.0000
H -4.45248 -4.49262 1.16091  0.0000
O -3.58016 -1.16543 -5.08874  0.0000
H -4.38331 -0.80948 -4.70864  0.0000
H -3.16961 -0.41877 -5.52483  0.0000
O -2.90673 2.84359 0.19278  0.0026
H -2.47783 3.43602 0.81029  0.0003
H -3.58277 2.40597 0.71017  0.0004

Cartesian forces, eV/Å:
2.08 0.16 2.75
-2.95 0.84 -6.55
-6.07 -2.31 3.82
5.77 0.81 -0.42
-0.27 0.39 -0.23
0.17 0.03 0.17
1.01 0.25 -0.07
0.23 -0.06 0.47
-0.68 -1.12 0.44
1.39 0.91 -0.93
1.74 0.84 2.95
-1.59 -0.27 -3.01
-0.14 -0.49 0.93
-0.11 0.17 -0.09
-0.60 -0.26 0.23
0.09 0.05 -0.46
-0.27 -0.31 1.14
-0.73 -1.63 -4.40
3.36 2.56 0.80
-1.73 -0.67 1.01
0.06 -0.06 0.02
0.08 0.23 0.47
-0.07 0.34 0.49
-0.85 -0.67 0.56
-0.49 0.02 0.48
0.70 1.99 -0.70
-0.84 -1.62 -0.74
0.95 -0.20 0.83
-1.85 0.14 -0.55
1.46 -0.12 1.16
0.18 -0.64 -0.29
-2.68 0.97 1.31
0.19 0.90 0.02
0.49 -0.08 -0.01
0.21 0.10 -0.11
-0.41 0.00 0.01
0.50 -0.31 0.00
-0.29 0.35 -0.14
0.48 0.32 0.18
0.49 -0.73 -0.34
0.21 -0.22 0.01
-0.04 0.05 0.22
-0.47 -0.70 -0.12
-0.13 0.41 0.27
0.20 -0.15 -0.31
0.06 0.02 -0.28
0.67 -0.26 -0.52
0.36 -0.33 -0.35
-0.64 1.96 0.57
-1.31 -1.34 -1.58
1.93 0.78 0.58
0.06 0.60 0.84
0.53 0.14 -0.38
-0.83 0.40 -1.18
0.65 -0.32 -0.20
-0.81 -0.85 -1.06
0.56 0.44 0.84
0.31 -0.17 0.09
-1.02 -0.10 0.36
0.38 -0.86 -0.27
0.06 0.03 -0.02
0.38 0.14 0.53
-0.14 -0.69 0.28
0.31 -0.11 -0.71
-0.61 0.08 0.67
-0.05 0.08 -0.69
-0.24 0.31 0.22
0.42 0.00 -0.06
-0.10 0.12 0.68
0.29 -0.32 -0.34
-0.36 0.22 0.71
0.30 -0.51 0.23
1.59 -0.82 0.46
-3.12 1.43 -1.31
-1.03 0.08 0.70
1.15 0.83 0.30
-0.43 0.00 -2.19
-0.11 0.05 -0.42
0.10 1.19 0.63
0.85 -0.60 -0.30
-1.60 -0.46 -0.38
0.86 -0.26 0.40
0.45 -0.32 0.39
0.02 -0.09 -0.10
0.54 0.19 0.32
0.45 -0.48 -0.24
-0.38 0.72 0.60
0.27 0.45 0.31
1.04 -0.88 -0.07
-0.36 0.19 -0.17
-0.10 0.03 -0.11
-0.04 0.15 0.56
-0.25 -0.33 -0.44
-0.20 0.53 -0.29
0.37 -0.38 0.54
0.28 -0.18 0.47
-0.16 0.82 -0.24
-1.24 -0.30 -1.19
0.33 0.78 0.21
0.23 -1.20 1.20
0.02 0.24 -0.46
0.66 0.55 1.28
-0.62 0.61 -0.05
0.19 -1.87 -0.06
-0.32 1.35 -1.52
-0.29 -0.08 0.21
0.06 0.16 -0.13
0.45 -0.10 0.09
0.24 -0.60 0.16
0.07 -0.10 -0.26
-0.30 0.54 -0.45
-0.05 0.27 0.64
0.26 -0.45 -0.46
-0.22 0.25 0.38
0.39 -0.26 -0.28
-0.52 0.25 0.17
0.70 -0.16 0.59
0.32 -0.20 0.12
0.01 -1.04 -0.06
-0.16 0.58 0.02
1.09 -0.30 -1.10
-0.99 -0.42 0.23
0.75 1.08 2.71
0.43 -0.63 -0.92
-2.13 0.43 -0.07
0.11 1.46 1.14
0.42 -0.33 1.13
-0.07 -1.11 -1.08
-0.62 1.47 -0.03
-0.17 -0.25 -0.66
0.00 0.33 0.41
-0.34 -0.14 0.15
0.02 -0.16 -0.46
0.15 0.13 -0.47
0.46 -0.30 -0.43
-0.21 -0.01 0.12
0.06 -0.45 -0.06
0.01 -0.15 0.20
0.28 0.15 -0.50
0.55 -0.52 0.41
-0.74 0.07 -0.80
0.28 -0.35 -0.22
-0.29 -0.33 0.13
0.43 0.03 0.26
-1.05 0.87 -0.26
1.15 -1.98 -1.31
-1.12 1.54 -0.16
0.82 -1.46 -0.23
0.20 1.06 0.05
0.35 -0.10 1.01
1.64 -0.67 0.30
-0.58 -0.35 0.14
0.67 0.60 0.11
0.07 0.74 0.18
-0.63 -0.85 0.80
-0.05 0.17 0.11
0.09 0.88 -0.17
0.04 -0.82 -0.04
0.05 0.24 -0.60
-0.35 -0.27 0.05
0.32 -0.41 0.47
-0.06 0.70 -0.58
0.23 0.22 0.08
-0.74 0.33 0.35
-0.35 -0.05 -0.56
0.02 0.12 -0.18
-0.12 0.13 0.24
-0.39 -0.39 0.23
-1.22 -0.43 0.22
1.40 -0.16 -0.75
-0.85 0.60 1.28
0.30 -0.10 -0.23
0.38 -0.78 0.55
0.53 1.11 0.08
-0.86 -0.66 0.45
0.82 -0.24 0.77
-0.64 0.43 -1.49
0.17 -0.11 0.02
0.42 0.17 -0.39
-0.02 0.31 0.25
0.03 0.75 0.01
0.19 -0.37 -0.37
0.00 -0.39 -0.41
-0.24 0.29 0.23
-0.08 0.22 -0.16
-0.08 -0.52 -0.61
-0.45 -0.08 0.13
0.36 -0.28 -0.18
-0.25 0.58 -0.68
0.10 -0.47 0.52
-0.22 -0.04 0.63
0.00 0.38 0.06
-1.17 1.22 1.86
0.86 -1.06 -1.00
-1.07 1.86 -0.82
1.18 -0.26 1.34
0.88 0.09 -0.24
-1.06 -1.07 0.88
0.08 0.51 0.59
0.84 0.30 -1.27
0.01 1.05 1.11
-0.60 -0.04 -0.13
0.47 -0.90 -0.21
0.20 0.14 -0.46
-0.14 -0.04 0.30
0.39 -0.12 -0.10
0.19 -0.30 -0.37
0.56 0.39 0.38
-0.54 -0.31 0.18
-0.51 0.30 -0.42
-0.23 -0.13 -0.07
-0.36 -0.33 -0.60
0.60 0.02 0.26
-0.33 -0.28 -0.35
-0.37 -0.30 0.16
0.51 0.23 -0.21
-0.80 0.36 0.26
-0.66 -0.30 1.57
1.40 0.11 -0.78
-1.73 -0.52 -0.53
0.88 0.36 -0.09
-0.01 0.83 0.61
-1.50 -0.68 -0.12
-1.06 -0.89 1.44
1.50 1.36 -0.42
0.68 0.33 -0.58
0.24 -0.37 -0.55
-0.38 -0.43 -0.67
0.15 -0.27 0.38
0.27 0.19 -0.02
0.21 -0.20 0.51
-0.20 0.29 -0.15
0.03 0.13 0.35
-0.18 0.66 -0.20
0.63 -0.22 -0.14
0.22 -0.37 -0.38
0.37 0.33 0.03
-0.53 0.08 0.47
0.11 -0.50 -0.43
0.34 -0.26 -0.64
0.37 0.37 -0.80
0.59 -0.49 0.44
-0.73 -1.03 0.77
0.30 1.84 -0.22
0.30 -1.43 -0.50
0.73 1.34 -1.95
-1.93 0.79 2.00
0.41 0.38 -0.41
-0.08 -0.20 -1.02
0.12 0.86 0.13
-0.09 -0.68 0.00
-0.32 0.02 -0.04
0.38 -0.10 -0.23
-0.33 0.13 -0.13
-0.42 0.04 0.52
-0.16 -0.42 0.07
0.13 0.23 0.20
-0.09 -0.68 -0.01
-0.19 -0.55 -0.18
0.62 0.63 0.18
0.91 -0.48 0.34
0.03 0.01 0.31
0.05 -0.43 0.39
-0.02 0.05 0.05
-0.73 0.47 0.77
0.14 -0.20 -0.12
0.35 -0.62 -0.54
-1.64 0.49 0.46
-0.21 0.15 -0.27
1.27 -0.48 -0.36
-0.36 0.19 -0.08
0.29 -0.27 0.47
-0.23 -0.05 -0.06
-0.35 -0.49 0.21
-0.17 0.12 -0.24
0.11 0.62 0.02
0.54 -1.53 -0.36
-0.09 0.64 0.74
-0.32 0.52 -0.53
-0.34 -0.46 -0.44
0.18 -0.18 1.04
0.54 0.38 -0.70
1.25 -0.28 -0.99
-0.37 0.43 0.20
-0.48 -0.32 0.31
-0.23 -0.71 0.28
-0.59 0.00 0.38
0.71 -0.37 -0.53
0.14 -0.19 -0.80
0.40 -0.06 0.23
-0.64 0.13 0.41